*one*
Entry from OMol25: the molecule C3H5Cl (ωB97M-V with the def2-TZVPD basis set).

Values from the calculation:
* molar mass: 76.5 g/mol
* structure (SMILES): C/C=C/Cl
* HOMO: -8.367 eV
* orbital gap: 9.31 eV

Geometry as XYZ:
```
9
Properties=species:S:1:pos:R:3:lowdin_charge:R:1
C -0.448 -0.155 -0.412 -0.13
C 0.895 0.397 0.019 -0.15
C 1.241 0.548 1.525 -0.60
Cl 2.711 1.219 1.921 0.61
H -0.442 -0.667 -1.407 0.09
H -0.732 -0.904 0.274 0.05
H -0.929 0.804 -0.387 0.07
H 1.508 0.780 -0.754 0.06
H 0.685 0.089 2.239 0.00
```

=====

*two*
Entry from OMol25: a cluster of 2 separate species, C3H5Cl in total (ωB97M-V with the def2-TZVPD basis set).

Values from the calculation:
* molar mass: 76.5 g/mol
* HOMO (alpha / beta): -9.211 / -7.731 eV
* orbital gap (alpha / beta): 9.30 / 7.03 eV

Geometry as XYZ:
```
9
Properties=species:S:1:pos:R:3:lowdin_charge:R:1
C 1.716 0.413 1.095 0.19
C 0.378 -0.904 -0.290 -0.65
C -0.803 -0.393 -0.958 -0.27
Cl 1.050 -2.283 -0.974 0.62
H 2.354 -0.269 1.530 -0.07
H 1.264 0.978 1.795 -0.08
H -0.721 0.593 -1.460 0.07
H -1.210 -1.036 -1.804 0.07
H -1.701 -0.202 -0.196 0.11
```

=====

Winner for stability: *one*

=====

*one*
Entry from OMol25: the molecule C3H5Cl (ωB97M-V with the def2-TZVPD basis set).

Values from the calculation:
* molar mass: 76.5 g/mol
* structure (SMILES): C=C(C)Cl
* HOMO: -9.450 eV
* orbital gap: 10.48 eV

Geometry as XYZ:
```
9
Properties=species:S:1:pos:R:3:lowdin_charge:R:1
C 0.932 0.100 -1.045 -0.04
C -0.101 -0.350 -0.330 -0.83
C -0.539 0.214 1.015 -0.12
Cl -1.043 -1.655 -0.951 0.64
H 1.527 0.866 -0.564 0.06
H 1.019 -0.214 -2.068 0.05
H 0.182 1.016 1.200 0.07
H -0.395 -0.579 1.792 0.09
H -1.583 0.603 0.950 0.09
```

=====

*two*
Entry from OMol25: a cluster of 2 separate species, C3H5Cl in total (ωB97M-V with the def2-TZVPD basis set).

Values from the calculation:
* molar mass: 76.5 g/mol
* structure (SMILES): C#CC.Cl
* HOMO: -9.803 eV
* orbital gap: 10.69 eV

Geometry as XYZ:
```
9
Properties=species:S:1:pos:R:3:lowdin_charge:R:1
C -0.552 0.709 1.521 0.09
C -0.260 0.732 0.352 -0.28
C 0.163 0.684 -1.021 -0.16
H -0.637 0.812 2.528 -0.01
H 0.400 1.751 -1.402 0.11
H 1.058 -0.025 -1.070 0.06
H -0.730 0.378 -1.601 0.08
Cl 0.881 -2.357 0.385 0.36
H -0.323 -2.685 0.309 -0.25
```

=====

Winner for stability: *one*

=====

*one*
Entry from OMol25: the ion C5H7BrNO with charge +1 (ωB97M-V with the def2-TZVPD basis set).

Values from the calculation:
* total charge: +1
* molar mass: 177.0 g/mol
* HOMO (alpha / beta): -12.152 / -12.152 eV
* orbital gap (alpha / beta): 7.20 / 7.20 eV

Geometry as XYZ:
```
15
Properties=species:S:1:pos:R:3:lowdin_charge:R:1
C 0.405 1.566 -0.086 -0.05
C 1.467 0.591 -0.120 -0.24
C -0.943 1.315 -0.027 -0.14
C 2.711 0.826 0.314 -0.54
C -1.047 -0.996 0.485 0.04
N -1.996 -2.045 -0.061 0.18
O -1.416 0.094 -0.041 -0.01
Br 4.073 -0.423 -0.054 0.75
H 0.610 2.668 0.045 0.15
H 1.348 -0.380 -0.705 0.11
H -1.685 2.235 -0.032 0.18
H 2.908 1.616 0.906 0.03
H -1.335 -2.935 -0.108 0.22
H -2.227 -1.796 -0.975 0.12
H -2.872 -2.337 0.459 0.20
```

=====

*two*
Entry from OMol25: the ion C5H7BrNO with charge +1 (ωB97M-V with the def2-TZVPD basis set).

Values from the calculation:
* total charge: +1
* molar mass: 177.0 g/mol
* structure (SMILES): [NH3+]/C(Br)=C/C=C\C=O
* HOMO: -13.321 eV
* orbital gap: 8.91 eV

Geometry as XYZ:
```
15
Properties=species:S:1:pos:R:3:lowdin_charge:R:1
N -1.557 -2.115 -0.162 0.14
C -1.243 -0.721 0.066 -0.70
Br -2.750 0.430 -0.174 0.86
C -0.066 -0.228 0.469 -0.09
C 0.141 1.254 0.711 -0.07
C 1.277 1.888 0.278 0.01
C 2.272 1.177 -0.599 -0.19
O 1.896 0.184 -1.193 0.02
H -0.768 -2.749 -0.464 0.20
H -2.329 -2.052 -0.870 0.15
H -1.884 -2.657 0.728 0.22
H 0.946 -0.740 0.185 0.15
H -0.636 1.835 1.040 0.06
H 1.440 2.815 0.731 0.09
H 3.259 1.679 -0.746 0.14
```

=====

Winner for stability: *two*

=====

*one*
Entry from OMol25: a cluster of 2 separate species, C10H16S in total (ωB97M-V with the def2-TZVPD basis set).

Values from the calculation:
* molar mass: 168.3 g/mol
* structure (SMILES): Cc1ccccc1.CCSC
* HOMO: -8.357 eV
* orbital gap: 9.25 eV

Geometry as XYZ:
```
27
Properties=species:S:1:pos:R:3:lowdin_charge:R:1
C -1.184 -1.904 0.250 -0.06
C -0.384 -1.375 -0.993 -0.20
C 0.686 -2.239 -1.353 -0.03
C 1.799 -1.809 -2.165 -0.08
C 1.811 -0.552 -2.660 -0.08
C 0.742 0.353 -2.322 -0.08
C -0.319 -0.088 -1.615 -0.08
H -0.754 -2.720 0.878 0.08
H -2.118 -2.487 0.006 0.08
H -1.633 -1.176 0.955 0.05
H 0.828 -3.244 -1.016 0.09
H 2.585 -2.400 -2.308 0.05
H 2.717 -0.307 -3.146 0.09
H 0.873 1.368 -2.690 0.11
H -1.110 0.570 -1.433 0.08
C -1.910 2.572 1.265 -0.21
C -1.042 1.650 2.061 -0.56
S 0.778 2.134 2.061 0.75
C 1.546 0.520 1.650 -0.45
H -2.958 2.589 1.621 0.07
H -2.001 2.282 0.187 0.06
H -1.523 3.700 1.227 0.11
H -1.322 1.597 3.201 0.10
H -1.248 0.603 1.869 0.03
H 2.663 0.418 1.755 0.04
H 0.990 -0.440 2.133 0.09
H 1.487 0.386 0.584 -0.02
```

=====

*two*
Entry from OMol25: a cluster of 2 separate species, C10H16S in total (ωB97M-V with the def2-TZVPD basis set).

Values from the calculation:
* molar mass: 168.3 g/mol
* structure (SMILES): Cc1ccccc1.CCSC
* HOMO: -8.279 eV
* orbital gap: 9.14 eV

Geometry as XYZ:
```
27
Properties=species:S:1:pos:R:3:lowdin_charge:R:1
C -1.573 -2.227 0.301 -0.07
C -1.612 -0.874 0.936 -0.29
C -2.285 0.146 0.259 -0.06
C -2.114 1.448 0.739 -0.11
C -1.412 1.711 1.894 -0.10
C -1.090 0.624 2.719 -0.09
C -1.095 -0.672 2.228 -0.04
H -2.329 -2.923 0.668 0.08
H -0.644 -2.808 0.411 0.08
H -1.598 -2.123 -0.785 0.07
H -2.786 -0.089 -0.667 0.11
H -2.734 2.266 0.375 0.11
H -1.168 2.647 2.379 0.10
H -0.761 0.843 3.730 0.10
H -0.597 -1.470 2.760 0.11
C 2.439 -0.711 -2.374 -0.15
C 2.761 -0.309 -0.872 -0.54
S 2.663 1.506 -0.625 0.75
C 0.943 1.742 -1.219 -0.41
H 3.165 -1.508 -2.537 0.06
H 2.535 0.148 -3.020 0.05
H 1.479 -1.218 -2.362 0.06
H 2.180 -0.837 -0.127 0.05
H 3.822 -0.524 -0.757 0.05
H 0.389 0.962 -0.699 0.01
H 0.622 2.767 -1.084 0.03
H 0.802 1.482 -2.274 0.03
```

=====

Winner for stability: *two*